{
  "formula": "C40H43AsN3O2PPdSi",
  "method": "wB97M-V/def2-TZVPD",
  "symbols": ["Pd", "N", "C", "C", "O", "O", "H", "H", "H", "H", "C", "C", "As", "C", "C", "C", "C", "C", "C", "C", "C", "C", "C", "C", "C", "P", "C", "C", "C", "C", "C", "C", "C", "C", "C", "C", "C", "C", "H", "H", "H", "H", "H", "H", "H", "H", "H", "H", "H", "H", "H", "H", "H", "H", "H", "H", "H", "H", "H", "H", "H", "H", "N", "C", "N", "C", "C", "C", "C", "C", "C", "H", "H", "H", "H", "H", "H", "C", "Si", "C", "C", "C", "C", "H", "H", "H", "H", "H", "H", "H", "H", "H"],
  "xyz": [[-0.84, 1.11, -0.11], [-2.94, 0.96, 0.45], [-3.27, 0.02, 1.56], [-3.57, -1.37, 0.98], [-4.69, -1.48, 0.43], [-2.67, -2.23, 1.07], [-3.15, 1.91, 0.74], [-3.55, 0.75, -0.33], [-4.15, 0.37, 2.10], [-2.42, -0.03, 2.25], [0.11, -2.25, -4.39], [-0.73, -3.45, -3.97], [-1.30, -4.61, -5.46], [-2.31, -3.27, -6.47], [-3.15, -2.34, -5.84], [-3.84, -1.41, -6.59], [-3.72, -1.38, -7.97], [-2.89, -2.30, -8.61], [-2.19, -3.23, -7.85], [-2.86, -5.41, -4.58], [-3.01, -5.42, -3.19], [-4.14, -5.98, -2.61], [-5.13, -6.55, -3.41], [-4.97, -6.56, -4.79], [-3.85, -5.99, -5.37], [0.32, -0.94, -3.05], [-1.47, -0.54, -2.89], [-2.46, -1.27, -2.23], [-3.80, -0.92, -2.33], [-4.17, 0.18, -3.10], [-3.19, 0.93, -3.75], [-1.86, 0.57, -3.64], [0.83, -2.07, -1.71], [2.03, -2.74, -1.94], [2.55, -3.64, -1.02], [1.86, -3.89, 0.15], [0.67, -3.22, 0.40], [0.17, -2.30, -0.51], [-0.35, -1.72, -5.23], [1.10, -2.56, -4.72], [-1.63, -3.12, -3.47], [-0.17, -4.07, -3.27], [-3.26, -2.34, -4.76], [-4.47, -0.68, -6.08], [-4.26, -0.64, -8.56], [-2.78, -2.28, -9.68], [-1.53, -3.94, -8.35], [-2.27, -4.98, -2.55], [-4.26, -5.95, -1.54], [-6.01, -6.98, -2.96], [-5.74, -6.99, -5.42], [-3.75, -5.99, -6.45], [-2.21, -2.11, -1.59], [-4.53, -1.47, -1.76], [-5.21, 0.47, -3.16], [-3.47, 1.80, -4.33], [-1.09, 1.17, -4.12], [2.59, -2.54, -2.86], [3.49, -4.13, -1.22], [2.25, -4.59, 0.88], [0.12, -3.40, 1.32], [-0.73, -1.75, -0.24], [1.00, -0.37, 2.27], [2.17, 0.11, 2.75], [2.50, -0.33, 3.94], [1.44, -1.16, 4.28], [1.23, -1.91, 5.44], [0.07, -2.65, 5.53], [-0.88, -2.66, 4.49], [-0.69, -1.93, 3.33], [0.48, -1.18, 3.25], [0.54, -0.04, 1.40], [2.75, 0.79, 2.15], [1.96, -1.90, 6.24], [-0.12, -3.24, 6.42], [-1.78, -3.25, 4.60], [-1.43, -1.94, 2.53], [5.00, 2.71, -0.72], [3.99, 1.18, -1.19], [4.80, -0.29, -0.33], [4.22, 0.93, -3.05], [2.27, 1.35, -0.75], [1.07, 1.27, -0.48], [6.06, 2.60, -1.00], [4.95, 2.89, 0.35], [4.61, 3.60, -1.22], [5.84, -0.42, -0.64], [4.25, -1.20, -0.56], [4.78, -0.17, 0.76], [5.27, 0.78, -3.31], [3.85, 1.81, -3.59], [3.64, 0.07, -3.38]],
  "mulliken_charge": [-0.153, -0.411, -0.476, 0.544, -0.794, -0.724, 0.271, 0.133, 0.365, 0.269, -1.225, -0.069, 0.207, 0.086, 0.154, -0.632, -0.483, -0.455, -0.559, 0.105, -0.016, -0.679, -0.386, -0.575, -0.338, -0.438, 1.581, -0.034, -1.093, -0.485, -0.957, -0.956, 1.340, -1.217, -0.760, -0.724, -0.762, 1.234, 0.780, 0.609, -0.765, 0.829, 0.248, 0.426, 0.371, 0.364, 0.315, 0.440, 0.418, 0.359, 0.358, 0.318, 0.370, 0.314, 0.346, 0.362, 0.396, 0.173, 0.381, 0.357, 0.456, -0.284, 0.508, -0.270, -0.909, 0.271, -0.620, -0.412, -1.426, 0.112, 0.255, -0.206, 0.512, 0.387, 0.337, 0.469, 0.807, -1.075, -0.074, -0.666, -0.888, -1.889, 1.759, 0.254, 0.283, 0.297, 0.308, -0.013, 0.314, 0.295, 0.301, 0.150],
  "gap_ev": 4.81,
  "spin_multiplicity": 1,
  "charge": -2,
  "homo_energy_ev": -0.82,
  "lumo_ha": 0.147
}

{
  "formula": "C28H53FGeN4O9PRb",
  "method": "wB97M-V/def2-TZVPD",
  "symbols": ["Rb", "C", "C", "C", "C", "O", "Ge", "O", "C", "C", "C", "C", "O", "C", "C", "C", "C", "H", "H", "H", "H", "H", "H", "H", "H", "H", "H", "H", "H", "H", "H", "H", "H", "H", "H", "H", "H", "H", "H", "H", "H", "H", "H", "H", "C", "C", "N", "O", "C", "C", "N", "O", "H", "H", "H", "H", "H", "H", "H", "F", "C", "C", "N", "C", "C", "O", "O", "C", "O", "N", "C", "O", "H", "H", "H", "H", "C", "C", "P", "C", "C", "C", "C", "H", "H", "H", "H", "H", "H", "H", "H", "H", "H", "H", "H", "H", "H", "H"],
  "xyz": [[0.82, 0.29, -0.18], [2.42, -0.08, -4.03], [1.92, -1.51, -3.84], [2.85, -2.48, -4.58], [0.50, -1.64, -4.42], [1.82, -1.83, -2.48], [3.31, -2.09, -1.31], [2.24, -2.56, 0.21], [1.62, -3.80, 0.38], [2.51, -4.97, -0.05], [1.32, -3.95, 1.88], [0.30, -3.85, -0.41], [3.42, -0.25, -0.85], [4.39, 0.32, -0.02], [4.12, 0.01, 1.46], [5.81, -0.16, -0.37], [4.33, 1.84, -0.23], [2.44, 0.19, -5.09], [3.43, 0.01, -3.62], [1.77, 0.62, -3.49], [2.85, -2.28, -5.65], [2.53, -3.51, -4.41], [3.87, -2.38, -4.20], [0.48, -1.35, -5.47], [-0.18, -1.00, -3.85], [0.16, -2.67, -4.32], [3.47, -4.91, 0.47], [2.70, -4.92, -1.13], [2.04, -5.93, 0.18], [2.26, -3.88, 2.44], [0.84, -4.90, 2.11], [0.67, -3.13, 2.20], [0.51, -3.71, -1.47], [-0.35, -3.04, -0.08], [-0.22, -4.81, -0.26], [4.06, -1.07, 1.61], [3.17, 0.46, 1.77], [4.92, 0.43, 2.08], [5.91, -1.23, -0.17], [6.55, 0.38, 0.22], [6.01, 0.01, -1.43], [3.35, 2.22, 0.07], [4.49, 2.06, -1.29], [5.10, 2.34, 0.36], [-3.35, 0.21, -3.49], [-2.35, 0.72, -2.49], [-2.06, 0.12, -1.41], [-2.70, -1.07, -1.22], [-1.66, 2.00, -2.71], [-2.39, 3.20, -3.26], [-0.44, 2.09, -2.35], [0.34, 3.05, -2.38], [-3.26, -0.88, -3.54], [-3.17, 0.63, -4.48], [-4.36, 0.44, -3.18], [-2.39, -1.30, -0.33], [-3.40, 2.93, -3.56], [-1.85, 3.62, -4.11], [-2.44, 3.96, -2.48], [-3.60, 3.99, 4.45], [-3.27, 4.28, 3.18], [-2.01, 4.11, 2.75], [-1.61, 4.40, 1.48], [-0.24, 4.11, 1.09], [0.08, 2.60, 1.30], [1.25, 2.33, 1.64], [-0.87, 1.81, 1.11], [-2.51, 4.88, 0.55], [-2.23, 5.16, -0.60], [-3.81, 5.01, 1.03], [-4.31, 4.76, 2.30], [-5.48, 4.93, 2.56], [-1.25, 3.73, 3.42], [0.46, 4.70, 1.69], [-0.12, 4.35, 0.04], [-4.47, 5.36, 0.35], [-0.38, -0.69, 4.74], [-0.13, -0.39, 3.27], [-1.56, -0.62, 2.10], [-2.23, -2.24, 2.78], [-3.21, -2.90, 1.81], [-2.80, 0.54, 2.85], [-3.89, 0.94, 1.85], [0.49, -0.40, 5.33], [-0.56, -1.75, 4.92], [-1.24, -0.14, 5.13], [0.67, -1.03, 2.89], [0.20, 0.64, 3.14], [-2.71, -2.07, 3.75], [-1.38, -2.91, 2.94], [-4.03, -2.22, 1.54], [-3.66, -3.79, 2.26], [-2.70, -3.21, 0.90], [-2.25, 1.43, 3.15], [-3.25, 0.10, 3.75], [-3.42, 1.32, 0.94], [-4.54, 1.72, 2.26], [-4.52, 0.09, 1.59]],
  "lowdin_spin": [0.004, 0.000, 0.000, 0.000, 0.000, 0.000, 0.000, 0.000, 0.000, 0.000, 0.000, 0.000, 0.000, 0.000, 0.000, 0.000, 0.000, 0.000, 0.000, 0.000, 0.000, 0.000, 0.000, 0.000, 0.000, 0.000, 0.000, 0.000, 0.000, 0.000, 0.000, 0.000, 0.000, 0.000, 0.000, 0.000, 0.000, 0.000, 0.000, 0.000, 0.000, 0.000, 0.000, 0.000, 0.000, 0.005, -0.011, -0.005, 0.020, 0.014, 0.404, 0.564, 0.000, 0.000, 0.000, 0.000, 0.002, 0.001, 0.000, 0.000, 0.000, 0.000, 0.000, 0.000, 0.000, 0.000, 0.000, 0.000, 0.000, 0.000, 0.000, 0.000, 0.000, 0.000, 0.000, 0.000, 0.000, 0.000, 0.000, 0.000, 0.000, 0.000, 0.000, 0.000, 0.000, 0.000, 0.000, 0.000, 0.000, 0.000, 0.000, 0.000, 0.000, 0.000, 0.000, 0.000, 0.000, 0.000],
  "gap_ev": [6.41, 5.60],
  "spin_multiplicity": 2,
  "charge": -1,
  "homo_energy_ev": [-4.32, -4.32],
  "lumo_ha": [0.077, 0.047]
}

{
  "formula": "C3H4N2OS2",
  "method": "wB97M-V/def2-TZVPD",
  "symbols": ["C", "C", "C", "H", "H", "H", "H", "N", "N", "O", "S", "S"],
  "xyz": [[1.90, 0.06, 0.07], [-0.18, 0.72, -0.09], [-0.21, -0.67, 0.13], [3.81, -0.50, 0.67], [-1.21, 2.87, 0.21], [-1.82, -2.48, 1.15], [1.48, -2.00, -0.78], [1.13, 1.16, -0.06], [1.12, -1.14, 0.30], [3.24, 0.12, -0.19], [-1.65, 1.67, 0.03], [-1.66, -1.65, -0.16]],
  "nbo_charge": [0.631, -0.017, -0.142, 0.495, 0.134, 0.152, 0.412, -0.496, -0.583, -0.649, 0.066, -0.004],
  "gap_ev": 7.51,
  "spin_multiplicity": 1,
  "homo_energy_ev": -7.97,
  "lumo_ha": -0.017
}

ΔE to the lowest compared entry with this formula, charge and spin: 0.0; 12.1; 95.9 (kcal/mol)